(w)
Computed, not measured: one molecule with the formula C5H10ClN, with ωB97M-V with the def2-TZVPD basis set.

Highest occupied orbital energy: -9.34 eV
Gap between HOMO and LUMO: 10.181 eV
Structure (SMILES): C=C(C)[C@@H](Cl)NC

```
17
C5H10ClN ωB97M-V with the def2-TZVPD basis set
H -0.34044 0.56986 3.29219
H -0.50410 -0.62576 -3.21210
H 0.75080 1.41424 -2.62434
N -0.23154 0.44398 1.25347
H -1.35166 -0.65081 2.69270
H 0.58370 1.07165 1.28307
C -0.69129 -0.61911 -2.20166
H 0.26718 2.06207 -1.05464
H 1.79285 0.98929 -1.08772
C -0.40084 -0.22597 2.53036
C 0.80243 1.20128 -1.54067
C -0.21211 -0.47192 0.20920
H -1.34167 -1.48774 -1.88990
Cl 1.50279 -1.40812 0.63543
H -1.04311 -1.26135 0.29956
H 0.40199 -0.92624 2.65210
C 0.01504 -0.07536 -1.23705
```

Charges in e, computed with Mulliken, in the same order as the atoms: 0.336 0.376 0.385 -0.317 0.325 0.322 -0.971 0.268 0.291 -1.001 -1.221 0.063 0.195 -0.308 0.208 0.409 0.642

(x)
Computed, not measured: one molecule with the formula C5H10ClN, with ωB97M-V with the def2-TZVPD basis set.

Highest occupied orbital energy: -9.28 eV
Gap between HOMO and LUMO: 10.235 eV
Structure (SMILES): C=C(C)[C@@](C)(N)Cl

```
17
C5H10ClN ωB97M-V with the def2-TZVPD basis set
C -0.73691 -1.90939 -0.16887
H -0.11823 -1.95160 -1.04567
H -0.12720 1.48897 -1.75743
C 0.70736 0.82796 -1.51312
H -1.82259 -2.00951 -0.29905
H 0.31242 0.00221 -2.10915
C 0.83133 0.45739 -0.01139
C -0.50983 -0.55313 0.40404
Cl 2.19411 -0.73659 0.25893
H -0.45724 -2.65374 0.56093
C -1.35021 0.13763 1.13468
H 0.78252 1.28019 1.83550
N 0.85143 1.47090 0.87031
H 1.32154 2.39742 0.76628
H -2.23710 -0.47564 1.52082
H -1.39338 1.12582 1.46090
H 1.75197 1.10111 -1.90770
```

Charges in e, computed with Mulliken, in the same order as the atoms: -1.241 0.356 0.366 -1.200 0.376 0.335 0.756 0.436 -0.254 0.299 -1.152 0.232 -0.469 0.184 0.225 0.450 0.302

(w) comes first in stability; the runner-up is 0.0058 hartree higher.

(w)
Computed, not measured: a 2-piece molecular cluster, CH5N3O3S overall, with ωB97M-V with the def2-TZVPD basis set.

Highest occupied orbital energy: -9.24 eV
Gap between HOMO and LUMO: 9.831 eV

```
13
CH5N3O3S ωB97M-V with the def2-TZVPD basis set
H -2.62219 -2.01676 0.59912
H -0.47762 -1.25916 -1.62263
N -0.48993 -1.61797 -0.66251
O -2.04941 -1.52305 1.19277
N 1.58770 0.80667 1.13315
H 0.83451 2.58980 1.46390
N 0.88604 1.96520 0.75664
O 3.46495 -0.55381 0.75691
O -1.48242 0.59248 0.19613
H 0.38105 -2.12854 -0.48945
C 2.63585 0.27555 0.89426
H -0.09838 1.69769 0.39234
S -0.81450 -0.55572 0.72545
```

Charges in e, computed with Mulliken, in the same order as the atoms: 0.340 0.266 -0.592 -0.510 -0.114 0.229 -0.541 -0.468 -0.606 0.267 0.533 0.387 0.808

(x)
Computed, not measured: one molecule with the formula CH5N3O3S, with ωB97M-V with the def2-TZVPD basis set.

Highest occupied orbital energy: -9.44 eV
Gap between HOMO and LUMO: 9.829 eV

```
13
CH5N3O3S ωB97M-V with the def2-TZVPD basis set
H 0.94453 -1.08314 -1.41241
H -1.15337 -1.69047 -1.27815
C -0.44787 -0.05563 -0.54078
S 2.42503 0.06686 0.21173
O 1.76400 0.55261 1.42657
O 2.84843 -1.34011 0.27228
N 0.80967 -0.28497 -0.89694
N -0.49787 1.15218 0.21544
N -1.44831 -0.75809 -0.95352
H 0.34942 1.08401 0.85389
H -1.50159 1.70278 1.66783
O -1.79330 1.32204 0.87973
H -2.29876 -0.66807 -0.44566
```

Charges in e, computed with Mulliken, in the same order as the atoms: 0.258 0.248 0.495 0.647 -0.644 -0.537 -0.500 -0.265 -0.359 0.477 0.320 -0.412 0.271

(x) comes first in stability; the runner-up is 0.0186 hartree higher.

(w)
Computed, not measured: one molecule with the formula C25H28N2O3, with ωB97M-V with the def2-TZVPD basis set.

Highest occupied orbital energy: -8.02 eV
Gap between HOMO and LUMO: 7.973 eV
Structure (SMILES): COc1ccc(-c2cc(C(=O)NC[C@@H]3CCCO3)c3cc(C(C)C)ccc3n2)cc1

```
58
C25H28N2O3 ωB97M-V with the def2-TZVPD basis set
H -2.36038 -0.37649 -0.22568
N -1.74347 1.79939 1.01676
H 1.75648 2.11397 -0.10228
C 8.91110 0.33080 0.29519
H -4.53518 -4.04630 -1.51772
H 1.32160 -3.64342 0.11560
H -4.68272 3.15105 1.83218
C 1.46905 1.07462 -0.09233
O -4.32802 3.82044 -0.02669
H -3.32825 1.17245 -1.45581
C 0.13647 0.75125 -0.05002
C -3.68198 -3.66910 1.08445
C 0.82490 -1.56631 0.01623
C -0.23610 -0.61902 -0.04203
C 3.88123 0.36573 -0.09808
H -3.19618 -3.21761 -2.31800
C -1.55898 -1.09101 -0.11498
H -4.73073 -3.95275 1.03335
H -1.72073 0.98885 1.61506
C 6.63464 0.88004 -0.12849
C 4.79232 -0.56658 0.39300
H 4.41168 -1.49592 0.78676
H -5.05139 1.40991 -1.75139
C 6.15070 -0.31941 0.38672
C -2.57081 2.91259 1.41890
C -4.06399 2.86864 0.97541
C -0.79380 -3.35628 0.01790
C 4.37578 1.56214 -0.62112
C -4.50785 1.53411 0.35662
H -3.92752 -2.02315 -0.26514
N 2.11941 -1.21522 0.01946
O 7.94592 1.23405 -0.18658
H -2.52255 2.99942 2.50727
C 0.50508 -2.94048 0.06191
H -2.89444 3.43602 -1.46653
O -0.74648 2.86102 -0.71280
H -2.13451 3.81143 0.97305
H -3.08816 -4.57278 1.19560
C -3.48808 -3.76677 -1.42552
H -2.89419 -4.67565 -1.37245
H 6.11898 2.73237 -1.04629
C -3.28080 -2.90422 -0.17890
C -4.21014 1.72692 -1.13754
C -0.82888 1.89484 0.01825
H 8.89246 -0.61199 -0.26089
C -1.85142 -2.43134 -0.08823
H -1.01650 -4.41234 0.04803
H 8.77404 0.12684 1.36209
H -4.55900 3.71835 -2.03816
C 2.45001 0.05433 -0.06683
H 3.70348 2.29323 -1.04294
C -3.95491 3.24172 -1.26531
H -3.99767 0.68033 0.79667
C 5.72863 1.81353 -0.63780
H -5.57926 1.41137 0.51551
H -3.53367 -3.05121 1.96786
H 9.87274 0.81856 0.14349
H 6.82204 -1.06499 0.78322
```

Charges in e, computed with Mulliken, in the same order as the atoms: -0.380 0.024 0.481 -0.832 0.452 0.458 0.511 -0.897 -0.557 -0.010 0.591 -1.519 -0.686 0.602 0.285 0.365 0.735 0.451 0.331 0.978 -0.823 0.408 0.581 -0.366 -1.375 0.433 -0.177 -0.675 -0.756 0.288 -0.610 -0.452 0.452 -1.346 0.222 -0.655 0.368 0.311 -1.550 0.310 0.428 0.474 -0.274 0.142 0.332 0.441 0.367 0.337 0.345 0.709 0.351 -0.595 0.230 -0.665 0.442 0.355 0.234 0.382

(x)
Computed, not measured: one molecule with the formula C25H28N2O3, with ωB97M-V with the def2-TZVPD basis set.

Highest occupied orbital energy: -8.15 eV
Gap between HOMO and LUMO: 8.817 eV
Structure (SMILES): COc1cccc(-c2cccc(NC(=O)C3CCN(Cc4ccc(C)o4)CC3)c2)c1

```
58
C25H28N2O3 ωB97M-V with the def2-TZVPD basis set
C -0.76214 -0.84733 4.09485
C -1.60345 -1.73017 -1.39833
H -2.04870 2.82399 -2.06488
C -1.54383 -3.62040 1.66440
C 0.95597 1.54778 -1.17756
H -4.11075 -0.38867 3.58210
N -0.83597 1.08177 1.99159
H -0.01824 0.70331 2.44630
C -1.58381 2.06724 -0.12827
H -3.19307 -1.62115 -2.81132
H -2.56153 2.26155 0.27855
H 0.17329 2.35247 -3.00495
C -2.47426 -0.96223 -2.32506
O -2.17679 -2.34980 -0.34316
C 2.94153 0.06932 -1.41036
H -2.15681 0.67573 4.72855
C 2.91496 2.17995 -2.56177
C 4.17387 1.91714 -3.08363
C -3.19242 -0.95020 3.75252
C -0.25770 -1.93949 -1.38231
H 1.41971 0.79479 0.76889
H 0.96273 -3.09244 0.08989
H 2.45759 -0.65637 -0.77505
H 0.25425 -2.54067 3.23675
N -1.74818 -2.67994 2.76331
C -0.56384 -1.86250 2.97026
H 3.34465 3.83521 -4.81342
C 0.65555 1.23328 0.14109
C -2.00526 0.01338 3.86800
H -2.46241 -4.20159 1.55377
C 4.81155 0.71612 -2.76776
H -2.92124 -1.29043 1.65136
C -1.19581 -2.96175 0.36323
H -3.02899 -0.20309 -1.77507
C -2.95582 -1.88898 2.57538
H -3.29143 -1.52701 4.67260
O -3.06911 1.40323 2.23886
H 4.09436 4.61346 -3.39005
H 5.00339 4.47411 -4.91479
C 4.19352 -0.19587 -1.93849
H -1.86249 -0.47783 -3.07978
H -0.72964 -4.29348 1.94579
C -0.60668 1.48340 0.67083
H -0.91104 -1.39409 5.02851
H -0.27380 -1.34888 2.03842
C -0.03414 2.12449 -1.97008
C 2.29201 1.25845 -1.72200
H -3.79170 -2.58840 2.48907
H 0.45428 -1.57186 -2.09263
H 5.78767 0.52715 -3.18500
H 0.14310 -0.24603 4.21813
H 2.40808 3.10757 -2.77675
C 0.00802 -2.73117 -0.23672
C -2.03248 0.90468 2.61998
C -1.28622 2.37824 -1.44299
H 4.69138 -1.12456 -1.70157
O 4.86723 2.75632 -3.90408
C 4.28107 3.98225 -4.26514
```

Charges in e, computed with Mulliken, in the same order as the atoms: -1.936 0.207 0.413 -1.377 0.272 0.507 -0.106 0.210 -0.576 0.380 0.568 0.543 -1.409 -0.347 -0.592 0.369 -0.183 0.674 -1.389 0.022 0.604 0.489 0.467 0.341 0.031 0.455 0.329 -0.081 0.735 0.427 -0.589 0.205 0.852 0.261 -0.312 0.490 -0.653 0.320 0.230 -0.796 0.328 0.423 0.138 0.512 -0.259 -0.631 -0.244 0.407 0.641 0.433 0.430 0.610 -1.037 0.060 -1.017 0.411 -0.463 -0.795

(w) comes first in stability; the runner-up is 0.0150 hartree higher.

(w)
Computed, not measured: a 2-piece molecular cluster, C4H7NO5 overall, with ωB97M-V with the def2-TZVPD basis set.

Highest occupied orbital energy (spin up / spin down): -8.06 / -8.11 eV
Gap between HOMO and LUMO (spin up / spin down): 7.460 / 8.040 eV

```
17
C4H7NO5 ωB97M-V with the def2-TZVPD basis set
O -2.58266 1.17534 -2.60496
C 1.95974 -0.89063 1.29626
O -1.44387 -0.58291 -3.12794
H 0.04334 1.80387 0.35590
C -1.57972 0.03198 -0.96087
O 1.44839 -0.34957 0.33722
N -1.87850 0.25518 -2.33452
H 1.86912 -2.00415 1.25280
H -0.03405 -2.80153 -0.26101
H 2.11037 -0.26408 2.21530
H -0.86284 2.70598 -0.67167
O -1.95062 0.93806 -0.01208
C -0.92977 2.08201 0.22782
C -0.60886 -2.20318 -1.03033
O -1.01812 -1.09808 -0.54461
H -1.32022 2.65906 1.11405
H -0.67586 -2.26790 -2.05122
```

Charges in e, computed with Mulliken, in the same order as the atoms: -0.613 -0.118 -0.693 0.299 0.305 -0.338 1.021 0.206 0.180 0.246 0.311 -0.353 -0.631 -0.284 -0.159 0.232 0.391

(x)
Computed, not measured: one molecule with the formula C4H7NO5, with ωB97M-V with the def2-TZVPD basis set.

Highest occupied orbital energy: -10.43 eV
Gap between HOMO and LUMO: 10.625 eV
Structure (SMILES): O=C(O)CNC(=O)OCO

```
17
C4H7NO5 ωB97M-V with the def2-TZVPD basis set
H -0.60655 2.02766 -1.84179
H 0.93174 1.06999 0.35777
H -0.23984 -2.06639 -2.10750
H 0.38123 -0.97860 0.29310
O 1.67990 0.45368 0.32531
O 2.92148 -0.48207 -1.34607
H 1.46673 1.53568 -2.47217
N -0.33688 1.09313 -1.56066
C -0.76577 -1.96415 -1.15120
C 1.88352 0.04733 -1.03513
H -1.43537 -2.82450 -1.03676
O 0.16618 -1.90566 -0.13926
H 0.85780 -0.05049 -2.89951
O -1.65324 -0.85461 -1.21454
C 0.94524 0.65694 -2.07120
C -1.41204 0.44596 -1.01829
O -2.12445 1.01994 -0.21415
```

Charges in e, computed with Mulliken, in the same order as the atoms: 0.217 0.411 0.266 0.431 -0.582 -0.536 0.391 -0.213 -0.061 0.491 0.249 -0.550 0.277 -0.364 -0.354 0.515 -0.585

(x) comes first in stability; the runner-up is 0.2831 hartree higher.

(w)
Computed, not measured: one molecule with the formula C5H8BrN, with ωB97M-V with the def2-TZVPD basis set.

Highest occupied orbital energy: -9.63 eV
Gap between HOMO and LUMO: 10.329 eV
Structure (SMILES): [H]/N=C/[C@H](Br)C(=C)C

```
15
C5H8BrN ωB97M-V with the def2-TZVPD basis set
H 1.82227 -2.10890 -0.03493
C 0.48298 0.67331 -0.67835
H 1.33343 -1.79094 1.76327
C 1.51349 -1.29984 0.77257
H -1.50745 0.83414 -1.45677
H 1.35306 1.24975 -0.40248
Br 0.87282 -0.30909 -2.34127
H 2.30272 -0.46433 0.86420
C -1.11737 -0.85923 0.77583
C -0.77707 1.41874 -0.75480
C 0.20826 -0.66459 0.47213
N -1.14202 2.47514 -0.23077
H -2.07881 2.78572 -0.53494
H -1.96056 -0.25867 0.36028
H -1.30574 -1.68120 1.42602
```

Charges in e, computed with Mulliken, in the same order as the atoms: 0.268 -0.231 0.370 -1.038 0.415 0.529 -0.123 0.254 -0.857 -0.372 0.539 -0.651 0.292 0.299 0.306

(x)
Computed, not measured: one molecule with the formula C5H8BrN, with ωB97M-V with the def2-TZVPD basis set.

Highest occupied orbital energy: -9.53 eV
Gap between HOMO and LUMO: 10.106 eV
Structure (SMILES): C[C@@H]1C[C@@H]1/C=N/Br

```
15
C5H8BrN ωB97M-V with the def2-TZVPD basis set
H 0.64820 -0.78876 -1.29242
N -3.09083 -0.42341 0.38736
C 0.33082 -0.17290 0.78914
Br -4.81384 0.15297 -0.13797
H -0.55884 1.72561 0.66207
C 0.49746 -1.17685 -0.34750
H 0.81143 -0.49914 1.66538
C -2.02496 -0.40007 -0.33758
C 0.49467 1.33091 0.50485
H -1.00200 -1.81080 0.91786
H 1.24352 1.83485 1.22120
H 0.79294 1.53548 -0.55572
H -1.73953 0.02456 -1.29503
C -0.86168 -1.00330 0.28926
H 1.16246 -2.17902 -0.16076
```

Charges in e, computed with Mulliken, in the same order as the atoms: 0.316 -0.494 0.143 -0.100 0.265 -0.837 0.436 -0.068 -1.159 0.408 0.312 0.269 0.378 -0.074 0.205

(w) comes first in stability; the runner-up is 0.0185 hartree higher.

(w)
Computed, not measured: a 4-piece molecular cluster, CH10N2O3 overall, with ωB97M-V with the def2-TZVPD basis set.

Highest occupied orbital energy: -9.53 eV
Gap between HOMO and LUMO: 10.314 eV
Structure (SMILES): [H]/N=C/N.O.O.O

```
16
CH10N2O3 ωB97M-V with the def2-TZVPD basis set
H 1.77055 -0.49848 -2.13566
H -0.95938 2.31349 1.11210
O 0.52268 -1.40817 0.55918
H -1.88602 0.55082 -0.06920
H 1.34242 2.80578 0.38554
H 1.22641 -1.16775 -0.09492
H -2.07598 -2.93533 0.67725
C -0.42838 1.85228 0.29290
H -0.80882 0.44053 -1.26488
H 0.93979 -1.80703 1.33336
N 0.78394 2.12023 -0.07629
N -1.14812 0.99402 -0.52240
O -2.12114 -2.03594 1.11122
H 2.05390 0.57207 -1.03452
H -1.44987 -1.41933 0.97839
O 2.23801 -0.37719 -1.25207
```

Charges in e, computed with Mulliken, in the same order as the atoms: 0.337 0.372 -0.648 0.201 0.176 0.371 0.314 0.126 0.216 0.284 -0.619 -0.431 -0.663 0.356 0.356 -0.748

(x)
Computed, not measured: a 4-piece molecular cluster, CH10N2O3 overall, with ωB97M-V with the def2-TZVPD basis set.

Highest occupied orbital energy: -9.04 eV
Gap between HOMO and LUMO: 9.318 eV
Structure (SMILES): [H]/N=C/N.O.O.O

```
16
CH10N2O3 ωB97M-V with the def2-TZVPD basis set
N 1.37522 0.32236 2.31856
H 0.15413 1.83216 1.69954
H 0.19340 -2.48708 1.73614
H -1.05434 1.17263 -2.23596
H 1.81409 1.12268 2.76298
H 0.08519 -0.70868 0.19266
H -0.47676 0.87132 -0.28860
H 1.36102 -1.49997 1.56997
H -1.43685 -0.81974 -3.71874
O -1.36280 -0.75756 -2.75067
C 0.53162 0.82590 1.48546
O -1.13032 1.96978 -1.71184
H -1.03919 -1.59942 -2.47376
O 1.08575 -2.41647 1.35795
N 0.08251 0.28965 0.32604
H -1.74478 2.49866 -2.23075
```

Charges in e, computed with Mulliken, in the same order as the atoms: -0.730 0.317 0.307 0.341 0.250 0.174 0.245 0.408 0.306 -0.650 0.132 -0.687 0.314 -0.764 -0.276 0.314

(x) comes first in stability; the runner-up is 0.0044 hartree higher.